Entry 1:
ORCA calculation (ωB97M-V/def2-TZVPD) on a structure of composition C42H45N6O2P2S3V at a distorted geometry.

Summary:
Calculated total energy in Eh: -4927.9124
Maximum force in Eh/bohr: 0.0532
Gap between HOMO and LUMO (alpha / beta) in eV: 5.468 / 6.618
Spin multiplicity: 4
ΔE to the lowest compared entry with this formula, charge and spin in kcal/mol: 52.0
Highest occupied orbital energy (alpha / beta) in eV: -3.26 / -4.41
Net charge: -1

Atoms and positions in Å:
V: -0.283 0.286 0.530
S: -1.776 -0.004 -3.295
P: -1.702 1.568 -2.083
C: -0.365 1.620 -0.948
P: 1.096 2.340 -1.595
S: 2.805 1.438 -1.183
C: 1.250 4.040 -0.886
C: 2.079 5.027 -1.409
C: 2.121 6.287 -0.827
C: 1.379 6.555 0.314
C: 0.609 5.552 0.887
C: 0.539 4.305 0.284
C: 1.139 2.565 -3.422
C: 1.366 1.400 -4.155
C: 1.467 1.438 -5.534
C: 1.369 2.652 -6.201
C: 1.153 3.816 -5.482
C: 1.028 3.774 -4.100
C: -3.351 1.716 -1.261
C: -4.335 0.768 -1.516
C: -5.617 0.914 -1.000
C: -5.940 2.034 -0.252
C: -4.975 3.003 -0.021
C: -3.690 2.839 -0.509
C: -1.933 3.096 -3.095
C: -1.857 4.362 -2.521
C: -2.130 5.492 -3.277
C: -2.487 5.366 -4.612
C: -2.564 4.108 -5.188
C: -2.289 2.977 -4.433
H: 2.697 4.803 -2.270
H: 2.737 7.063 -1.267
H: 1.409 7.541 0.761
H: 0.052 5.747 1.797
H: -0.095 3.526 0.686
H: 1.480 0.464 -3.624
H: 1.629 0.523 -6.090
H: 1.459 2.688 -7.280
H: 1.065 4.763 -6.001
H: 0.830 4.688 -3.560
H: -4.092 -0.091 -2.129
H: -6.365 0.154 -1.195
H: -6.940 2.152 0.149
H: -5.216 3.880 0.568
H: -2.941 3.583 -0.286
H: -1.554 4.474 -1.493
H: -2.059 6.472 -2.820
H: -2.704 6.249 -5.202
H: -2.835 4.004 -6.233
H: -2.330 1.989 -4.876
C: 1.976 -2.679 0.209
C: 1.576 -1.897 -1.081
N: 0.212 -1.378 -1.027
C: -0.821 -2.417 -1.126
C: -1.992 -2.097 -0.196
N: -1.549 -1.651 1.125
C: -1.205 -2.703 2.078
C: 0.144 -3.364 1.751
N: 1.121 -2.368 1.346
H: 3.009 -2.426 0.450
H: 1.958 -3.755 0.003
H: 1.711 -2.566 -1.943
H: 2.238 -1.041 -1.223
H: 0.073 -0.734 -1.812
H: -0.383 -3.387 -0.890
H: -1.210 -2.470 -2.145
H: -2.663 -2.967 -0.135
H: -2.551 -1.272 -0.647
H: -2.291 -1.088 1.532
H: -1.983 -3.479 2.111
H: -1.155 -2.243 3.065
H: -0.001 -4.075 0.939
H: 0.476 -3.948 2.618
H: 1.646 -2.028 2.138
N: 1.564 2.697 4.878
C: 1.782 1.873 3.789
C: 0.872 1.834 2.739
N: 1.030 1.004 1.670
C: 2.236 0.359 1.642
C: 3.114 0.423 2.687
N: 2.899 1.140 3.805
H: 0.610 2.967 5.043
H: 2.089 2.426 5.693
H: -0.026 2.431 2.781
H: 2.476 -0.183 0.745
H: 4.049 -0.127 2.647
O: -4.194 0.085 8.119
C: -3.007 -0.227 7.529
O: -2.183 -0.802 8.190
C: -2.825 0.160 6.120
C: -3.776 0.844 5.347
C: -3.524 1.165 4.034
C: -2.309 0.820 3.414
S: -2.056 1.306 1.769
C: -1.359 0.128 4.189
C: -1.617 -0.187 5.505
H: -4.772 0.528 7.490
H: -4.733 1.145 5.764
H: -4.260 1.692 3.439
H: -0.414 -0.145 3.738
H: -0.884 -0.707 6.109

***

Entry 2:
ORCA calculation (ωB97M-V/def2-TZVPD) on a structure of composition C42H46As3Br2F4O3PPt.

Summary:
Calculated total energy in Eh: -14568.7509
Maximum force in Eh/bohr: 0.0081
Gap between HOMO and LUMO in eV: 6.463
Spin multiplicity: 1
ΔE to the lowest compared entry with this formula, charge and spin in kcal/mol: 10.6
Highest occupied orbital energy in eV: -12.91
Net charge: +2

Atoms and positions in Å:
Pt: 0.055 -0.575 -0.193
C: -0.453 2.361 2.234
As: -0.933 1.575 0.524
C: -0.592 3.139 -0.569
C: -2.885 1.564 0.787
C: -3.768 0.317 0.609
C: -3.797 -0.149 -0.838
C: -3.302 -0.795 1.555
As: -1.604 -1.710 1.239
C: -2.089 -3.427 0.510
C: -1.018 -2.140 3.025
C: -5.172 0.762 1.077
As: -6.874 -0.282 0.900
C: -6.341 -2.177 0.896
C: -7.197 -0.107 -1.027
H: -0.981 3.315 2.251
H: 0.617 2.538 2.317
H: -0.805 1.764 3.072
H: -0.741 4.001 0.080
H: -1.287 3.185 -1.400
H: 0.430 3.140 -0.937
H: -3.243 2.371 0.143
H: -2.981 1.910 1.819
H: -2.803 -0.389 -1.207
H: -4.230 0.622 -1.478
H: -4.408 -1.044 -0.943
H: -4.032 -1.603 1.547
H: -3.238 -0.427 2.583
H: -2.791 -3.875 1.214
H: -1.202 -4.051 0.425
H: -2.565 -3.318 -0.462
H: -1.781 -2.780 3.469
H: -0.919 -1.234 3.618
H: -0.065 -2.661 2.995
H: -5.430 1.693 0.562
H: -5.121 1.019 2.139
H: -6.048 -2.498 1.896
H: -5.568 -2.437 0.172
H: -7.242 -2.731 0.632
H: -7.182 0.948 -1.302
H: -8.200 -0.485 -1.221
H: -6.492 -0.656 -1.648
F: 1.124 4.819 -5.703
C: 1.230 3.807 -4.872
C: 2.468 3.329 -4.499
F: 3.569 3.867 -4.986
C: 2.553 2.260 -3.618
F: 3.781 1.808 -3.391
C: 1.434 1.645 -3.050
P: 1.769 0.303 -1.815
C: 2.218 -1.083 -2.890
C: 1.554 -1.180 -4.115
C: 1.771 -2.268 -4.947
C: 2.648 -3.270 -4.564
C: 3.310 -3.184 -3.346
C: 3.095 -2.101 -2.509
C: 3.186 0.878 -0.843
C: 2.932 1.772 0.194
C: 3.957 2.222 1.008
C: 5.251 1.766 0.802
C: 5.517 0.888 -0.239
C: 4.494 0.452 -1.065
C: 0.191 2.105 -3.513
Br: -1.439 1.275 -3.097
C: 0.096 3.175 -4.385
F: -1.087 3.614 -4.793
H: 0.860 -0.411 -4.430
H: 1.253 -2.328 -5.895
H: 2.822 -4.118 -5.214
H: 3.997 -3.963 -3.045
H: 3.624 -2.056 -1.568
H: 1.921 2.116 0.379
H: 3.747 2.919 1.809
H: 6.053 2.104 1.444
H: 6.529 0.551 -0.421
H: 4.732 -0.192 -1.900
Br: 4.996 -1.251 4.266
C: 3.538 -1.071 3.093
C: 2.459 -0.279 3.445
C: 1.409 -0.107 2.551
C: 1.434 -0.710 1.307
C: 2.485 -1.563 0.995
C: 3.541 -1.737 1.878
H: 2.433 0.208 4.410
H: 0.580 0.496 2.869
H: 2.507 -2.096 0.057
H: 4.366 -2.386 1.615
O: 1.150 -4.995 -1.550
C: 0.265 -4.822 -2.548
C: 0.101 -5.884 -3.437
C: -0.792 -5.781 -4.481
C: -1.552 -4.622 -4.676
C: -1.400 -3.572 -3.805
C: -0.497 -3.654 -2.731
C: -0.361 -2.503 -1.863
O: 0.515 -2.492 -0.897
O: -1.061 -1.458 -1.962
H: 1.222 -4.178 -1.035
H: 0.688 -6.779 -3.280
H: -0.905 -6.615 -5.161
H: -2.247 -4.557 -5.500
H: -1.967 -2.659 -3.932

***

Entry 3:
ORCA calculation (ωB97M-V/def2-TZVPD) on a structure of composition C42H46CaCl2Ge2N4O7Si at a distorted geometry.

Summary:
Calculated total energy in Eh: -8415.2297
Maximum force in Eh/bohr: 0.0392
Gap between HOMO and LUMO in eV: 5.056
Spin multiplicity: 1
Highest occupied orbital energy in eV: -2.02
Net charge: -2

Atoms and positions in Å:
Ca: 0.586 -1.390 -0.078
C: -0.279 3.134 2.642
C: 0.112 2.456 1.325
Ge: -1.178 2.768 -0.130
C: -1.467 4.757 -0.115
C: -2.463 5.330 0.907
C: -2.912 2.149 0.530
C: -3.243 1.125 1.330
Ge: -2.245 -0.706 1.095
C: -3.756 -1.580 -0.008
C: -5.024 -2.217 0.583
C: -2.207 -1.973 2.709
C: -3.185 -2.121 3.885
C: -4.432 1.350 2.220
C: -4.900 2.640 2.521
C: -5.994 2.844 3.352
C: -6.642 1.764 3.940
C: -6.157 0.484 3.706
C: -5.065 0.292 2.869
H: 0.455 2.906 3.424
H: -1.258 2.791 2.994
H: -0.320 4.224 2.538
H: 0.216 1.380 1.464
H: 1.087 2.821 0.989
H: -1.762 5.076 -1.115
H: -0.473 5.197 0.052
H: -3.492 5.060 0.651
H: -2.414 6.424 0.926
H: -2.276 4.965 1.922
H: -3.615 2.982 0.453
H: -3.220 -2.381 -0.522
H: -4.054 -0.860 -0.774
H: -4.784 -2.922 1.388
H: -5.560 -2.786 -0.188
H: -5.722 -1.480 0.975
H: -1.208 -1.807 3.117
H: -2.149 -2.929 2.167
H: -3.268 -1.195 4.461
H: -2.840 -2.904 4.574
H: -4.193 -2.406 3.570
H: -4.384 3.503 2.112
H: -6.336 3.855 3.550
H: -7.500 1.922 4.585
H: -6.623 -0.372 4.184
H: -4.672 -0.695 2.703
Cl: 7.696 -0.843 0.159
C: 5.967 -0.558 0.082
C: 5.383 0.347 0.979
C: 4.035 0.585 0.929
Cl: 3.322 1.698 2.060
C: 3.163 -0.048 -0.023
O: 1.921 0.230 -0.088
C: 3.813 -0.981 -0.896
C: 3.047 -1.743 -1.875
O: 1.841 -1.688 -2.065
C: 5.192 -1.214 -0.833
H: 5.995 0.858 1.710
H: 3.657 -2.422 -2.497
H: 5.638 -1.927 -1.521
C: 0.436 1.507 -3.495
Si: 0.157 2.802 -2.176
C: 1.864 3.278 -1.551
C: -0.482 4.275 -3.191
C: 0.145 5.524 -3.193
C: -0.317 6.566 -3.991
C: -1.421 6.378 -4.815
C: -2.063 5.144 -4.827
C: -1.597 4.112 -4.022
H: 1.257 1.864 -4.131
H: -0.442 1.348 -4.122
H: 0.724 0.542 -3.073
H: 2.525 3.502 -2.398
H: 2.288 2.435 -0.993
H: 1.844 4.146 -0.882
H: 1.008 5.692 -2.555
H: 0.185 7.528 -3.971
H: -1.776 7.186 -5.443
H: -2.922 4.984 -5.469
H: -2.116 3.155 -4.038
O: 0.964 -1.881 2.079
C: 1.494 -2.922 1.626
O: 1.915 -3.041 0.439
C: 1.645 -4.136 2.515
C: 1.882 -3.982 3.873
C: 2.073 -5.090 4.677
C: 2.000 -6.350 4.108
C: 1.731 -6.525 2.758
C: 1.563 -5.409 1.960
N: 2.234 -7.528 4.957
O: 2.483 -7.352 6.126
O: 2.158 -8.622 4.456
H: 1.914 -2.982 4.287
H: 2.274 -4.998 5.734
H: 1.668 -7.526 2.358
H: 1.370 -5.504 0.899
N: -1.967 -1.159 -2.522
C: -1.436 -2.379 -2.233
O: -0.794 -2.515 -1.163
C: -1.625 -3.427 -3.184
C: -2.384 -3.203 -4.365
N: -3.019 -2.972 -5.308
C: -1.039 -4.711 -2.991
N: -0.579 -5.765 -2.862
H: -2.050 -0.535 -1.729
H: -2.690 -1.113 -3.221